ORCA calculation (the ωB97M-V functional and the def2-TZVPD basis) on a molecular structure, C8H25ClDyIOP2.

Computed properties:
**Largest force on an atom**: 3.98 eV Å⁻¹
**LUMO (spin up / spin down)**: -7.732 / -10.280 eV
**E_tot**: -2719.85814 a.u.
**Total charge**: +2
**2S+1**: 6
**HOMO-LUMO gap (spin up / spin down)**: 7.7534 / 4.6316 eV
**Expectation value of S²**: 9.78

Atoms and positions in Å:
C1 -1.357 1.096 0.774
I1 0.702 1.025 1.661
H1 -1.402 1.423 -0.309
H2 -1.772 2.005 1.173
H3 -1.964 0.197 0.667
Dy1 0.781 -0.908 -2.954
P1 0.371 2.512 -0.777
C2 -0.221 3.416 0.821
C3 1.913 3.413 -1.121
H4 1.684 4.474 -1.105
H5 -0.355 4.642 -1.833
H6 2.294 3.122 -2.097
H7 -0.843 3.197 -2.737
H8 0.119 3.043 1.821
H9 2.643 3.161 -0.349
C4 -0.759 3.618 -1.739
H10 0.095 4.436 0.829
H11 -1.721 3.623 -1.222
H12 -1.320 3.268 0.935
P2 0.256 -2.880 -0.745
C5 -0.132 -3.385 0.962
C6 -0.864 -3.939 -1.732
H13 2.364 -3.284 -1.958
H14 1.761 -4.691 -1.014
H15 2.498 -3.319 -0.124
C7 1.910 -3.612 -1.004
H16 -0.951 -3.465 -2.721
H17 -0.443 -4.954 -1.849
H18 0.222 -4.410 1.165
H19 -1.231 -3.287 1.012
H20 -1.791 -3.930 -1.157
H21 0.276 -2.626 1.631
Cl1 1.198 -0.112 -5.166
C8 -0.678 -0.459 3.793
O1 -0.526 -1.213 2.562
H22 -1.688 -0.348 3.735
H23 -0.447 0.613 3.750
H24 -0.193 -0.901 4.668
H25 -0.429 -0.564 1.754

=====

ORCA calculation (the ωB97M-V functional and the def2-TZVPD basis) on C4H5NO3 in the gas phase.

Computed properties:
**Largest force on an atom**: 4.97 eV Å⁻¹
**LUMO**: 0.561 eV
**E_tot**: -435.79681 a.u.
**HOMO-LUMO gap**: 9.9787 eV

Atoms and positions in Å:
O1 -2.704 -0.623 -0.506
C1 -2.072 0.330 -0.129
C2 -0.647 -0.048 0.557
C3 0.498 0.863 -0.010
C4 1.622 -0.125 -0.168
O2 2.809 0.060 -0.330
N1 1.141 -1.403 0.029
O3 -0.280 -1.404 0.106
H1 -2.211 1.476 -0.178
H2 -0.702 0.105 1.574
H3 0.631 1.813 0.510
H4 0.446 1.214 -1.040
H5 1.468 -2.256 -0.416